Here is a structure of composition C17H28IrNO2P2Se from the Open Molecules 2025 dataset. Energies are from ωB97M-V with the def2-TZVPD basis set.

Structure (ORCA input):
```
! RIJCOSX wB97M-V def2-TZVPD def2/J DEFGRID3
* xyz 2 5
Ir -0.26398 -0.03230 -0.08849
P 1.01125 1.12141 -1.51149
C -0.30559 2.22084 -2.20129
C -1.59891 1.56135 -2.22896
N -1.87711 0.67971 -1.25773
C -3.12395 0.24898 -0.94985
C -4.18509 0.60397 -1.79156
C -3.95546 1.47537 -2.86257
C -2.64867 1.99180 -3.10357
C -3.30841 -0.60286 0.28177
P -1.85054 -0.41752 1.42328
H -2.42201 2.69955 -3.82679
H -5.15935 0.21208 -1.55764
H -4.75239 1.79046 -3.48853
H -4.22087 -0.30710 0.82508
H -3.40659 -1.67472 0.01498
H -0.39274 3.04418 -1.60731
H 0.01782 2.60668 -3.17422
H -0.31602 3.61647 0.28667
O -0.75445 4.11675 -0.40670
H -0.31368 4.93126 -0.67326
H 0.21506 1.56230 1.16841
O 0.08044 2.55054 1.38756
H 0.25003 3.12717 2.21775
C -2.31400 0.97268 2.48552
H -3.34484 0.86291 2.84151
H -1.61337 0.98340 3.32703
H -2.17809 1.90366 1.91317
C -1.78969 -1.90276 2.45266
H -1.02975 -1.72909 3.23026
H -2.76204 -2.08947 2.92995
H -1.49432 -2.76680 1.83833
C 1.78193 0.07757 -2.79753
H 1.99745 0.68970 -3.68696
H 2.72617 -0.34643 -2.40471
H 1.10993 -0.75424 -3.05207
C 2.35010 2.15669 -0.87690
H 3.20496 1.50493 -0.65799
H 2.63168 2.90477 -1.63131
H 1.98617 2.63108 0.04182
Se 0.13738 -2.23949 -0.64538
C 1.75351 -2.70995 0.25519
C 2.93097 -2.83261 -0.50859
C 4.14392 -3.11417 0.12805
C 4.18229 -3.31378 1.52398
C 2.99140 -3.23193 2.26927
C 1.77998 -2.94693 1.63831
H 2.87949 -2.69647 -1.58964
H 5.04997 -3.17510 -0.46079
H 5.12245 -3.52031 2.01534
H 3.01040 -3.39011 3.34262
H 0.84866 -2.89309 2.20050
*
```

Values from the calculation:
LUMO (alpha / beta) = -5.7 / -9.4 eV
total energy = -4057.65435 Ha
HOMO-LUMO gap (alpha / beta) = 8.10 / 5.65 eV
relative energy (zero: lowest compared OMol25 entry of this formula, charge and spin) = 1.2 kcal/mol
HOMO (alpha / beta) = -13.80 / -15.07 eV

Here is a structure of composition C5H12FeN4O7 from the Open Molecules 2025 dataset. Energies are from ωB97M-V with the def2-TZVPD basis set.

Structure (ORCA input):
```
! RIJCOSX wB97M-V def2-TZVPD def2/J DEFGRID3
* xyz -2 5
Fe -0.43430 0.01950 0.26412
O -0.94164 -2.06515 -0.06264
C 0.17515 -2.79910 0.11708
C 1.54027 -2.06036 0.09920
O 1.54545 -0.71898 0.42291
H 0.33210 -3.68382 -0.57859
H 0.14547 -3.42211 1.06204
H 1.98204 -2.17637 -0.93303
H 2.27701 -2.61397 0.72739
C -2.90981 0.56539 0.73543
O -2.08876 0.14897 1.69065
O -4.15052 0.35300 0.76585
O -2.23556 0.98350 -0.31554
C 0.49612 2.18380 2.26709
O 0.44558 1.90247 1.08806
N -0.55145 1.86265 3.07894
N 1.63183 2.64692 2.87864
H -1.39857 1.43450 2.69638
H -0.44215 1.73573 4.07010
H 2.42630 2.59877 2.26548
H 1.74488 2.83513 3.85340
C 0.13734 0.30825 -2.84045
O 0.17091 0.80102 -1.73953
N 0.77587 -0.86946 -3.16368
N -0.55999 0.89784 -3.88013
H 1.45172 -1.19695 -2.49087
H 0.30526 -1.55787 -3.71961
H -0.52983 0.42216 -4.76188
H -1.34072 1.46456 -3.59680
*
```

Values from the calculation:
LUMO (alpha / beta) = 5.5 / 5.5 eV
total energy = -2207.20944 Ha
HOMO-LUMO gap (alpha / beta) = 5.31 / 4.70 eV
relative energy (zero: lowest compared OMol25 entry of this formula, charge and spin) = 0.0 kcal/mol
HOMO (alpha / beta) = 0.18 / 0.79 eV

Here is a cluster of 2 separate species, C9H14 in total from the Open Molecules 2025 dataset. Energies are from ωB97M-V with the def2-TZVPD basis set.

Structure (ORCA input):
```
! RIJCOSX wB97M-V def2-TZVPD def2/J DEFGRID3
* xyz 0 1
C -0.53218 -0.57749 3.19978
C -0.90183 -0.27534 1.74405
C -1.49041 0.97169 1.38293
C -1.90901 1.15218 0.08977
C -1.68427 0.19422 -0.92629
C -1.08264 -0.97542 -0.54890
C -0.59257 -1.16939 0.74475
H -0.04286 -1.54379 3.18994
H -1.50336 -0.53373 3.69280
H 0.08468 0.17190 3.72687
H -1.77188 1.62623 2.22374
H -2.56006 1.94228 -0.30739
H -2.05692 0.41222 -1.93406
H -0.98538 -1.80154 -1.25640
H -0.13294 -2.14879 0.97812
C 2.07882 1.06009 -2.05822
C 2.13240 -0.44328 -1.85565
H 1.55222 1.61271 -1.26822
H 3.08687 1.48469 -2.48963
H 1.60800 1.38665 -3.00550
H 2.37343 -0.50759 -0.76540
H 3.01576 -1.01164 -2.24054
H 1.31411 -1.02685 -2.31656
*
```

Values from the calculation:
LUMO = 1.0 eV
total energy = -351.28053 Ha
HOMO-LUMO gap = 10.06 eV
relative energy (zero: lowest compared OMol25 entry of this formula, charge and spin) = 31.2 kcal/mol
SMILES string = Cc1ccccc1.CC
HOMO = -9.02 eV

Here is a cluster of 12 separate species, C40H112N8O12 in total from the Open Molecules 2025 dataset. Energies are from ωB97M-V with the def2-TZVPD basis set.

Structure (ORCA input):
```
! RIJCOSX wB97M-V def2-TZVPD def2/J DEFGRID3
* xyz 0 1
C -20.80175 13.89762 5.45232
O -22.18755 13.60551 5.59929
C -22.34804 12.50224 6.51792
C -23.85053 12.07611 6.56976
C -24.64387 13.02067 7.38131
N -23.84803 10.74815 7.21833
H -20.13905 13.09235 5.01376
H -20.31683 14.04814 6.44695
H -20.66514 14.77097 4.78714
H -21.76506 11.67031 6.13996
H -22.03379 12.83304 7.47101
H -24.33415 12.11005 5.56855
H -24.30149 14.05969 7.05765
H -24.31724 13.04237 8.44927
H -25.75399 12.97407 7.32483
H -24.76861 10.54706 7.66372
H -23.58969 10.16751 6.40689
C -31.81146 10.66008 2.28285
O -30.44274 10.53983 2.44244
C -29.79911 10.87210 1.17462
C -28.27118 10.74803 1.36185
C -27.55787 11.14402 0.08688
N -27.81709 9.42129 1.86619
H -32.18529 11.67469 1.96458
H -32.37196 10.46610 3.17900
H -32.13882 9.87847 1.52063
H -30.29950 10.35587 0.39559
H -30.03192 11.93534 0.96495
H -27.99548 11.46974 2.15109
H -26.48524 11.04613 0.10208
H -27.81730 12.16864 -0.19713
H -27.85447 10.61019 -0.84673
H -27.78226 8.72193 1.11244
H -28.41810 9.07567 2.65590
C -25.46348 7.04686 0.88553
O -26.03447 7.87800 -0.12873
C -25.30996 7.62124 -1.33481
C -25.61024 8.78032 -2.24765
C -27.02536 8.80555 -2.74542
N -24.65855 8.74503 -3.30375
H -25.51210 6.00286 0.56907
H -25.95900 7.13941 1.82394
H -24.44007 7.29577 0.96897
H -24.27021 7.55152 -1.09093
H -25.66718 6.63840 -1.72387
H -25.45574 9.65044 -1.56244
H -27.33754 9.67868 -3.29621
H -27.75231 8.49475 -2.00324
H -27.10839 7.96206 -3.40851
H -24.21596 9.59516 -3.60864
H -24.91318 8.22768 -4.10301
C -22.62370 12.30716 -6.13362
O -22.47367 12.80802 -4.83464
C -23.67099 12.71492 -4.09002
C -23.46484 13.05384 -2.70365
C -24.74273 12.98693 -1.89670
N -23.04348 14.45487 -2.59946
H -22.90413 11.24767 -6.24381
H -21.77719 12.59121 -6.74002
H -23.44005 12.85959 -6.64390
H -24.44464 13.33158 -4.58931
H -23.96444 11.61618 -4.13013
H -22.77184 12.38199 -2.27136
H -24.50297 13.38778 -0.94477
H -25.09443 11.96996 -1.84364
H -25.47469 13.64450 -2.41586
H -22.14581 14.70843 -3.03327
H -23.12971 14.90781 -1.72294
C -17.80980 10.99680 1.32658
O -18.32128 9.94053 2.12070
C -19.68550 9.81698 2.44495
C -20.02828 8.36362 2.71321
C -19.24819 7.85372 3.92316
N -19.86189 7.66268 1.45081
H -16.73856 10.89043 1.30075
H -18.01039 12.02511 1.63237
H -18.25726 10.91682 0.31832
H -20.00357 10.40922 3.36808
H -20.24117 10.27038 1.62082
H -21.08267 8.42075 3.00286
H -18.16113 7.83828 3.84583
H -19.64707 6.86418 4.20752
H -19.46690 8.58571 4.66970
H -18.90584 7.49149 1.28577
H -20.22845 6.75326 1.64835
C -22.35764 5.32526 2.36756
O -23.57060 4.63850 2.45919
C -23.81675 3.50160 1.68072
C -25.00461 2.77571 2.32707
C -25.23245 1.45059 1.69697
N -26.07365 3.74761 2.13042
H -21.58029 4.76575 1.83517
H -22.11026 5.66525 3.40700
H -22.48494 6.20659 1.84873
H -24.20153 3.89933 0.70725
H -22.96195 2.87104 1.40064
H -24.82818 2.73035 3.44206
H -26.26497 0.99945 1.88198
H -24.41859 0.70890 1.85091
H -25.24111 1.80954 0.61504
H -26.89030 3.45604 2.68738
H -25.85218 4.69106 2.41578
C -27.54338 11.49993 5.07435
O -26.81983 12.38389 4.22452
C -27.23971 13.79835 4.38067
C -26.21751 14.73994 3.73337
C -26.56234 16.13483 3.86560
N -25.91013 14.46981 2.25789
H -28.53578 11.41145 4.61411
H -27.63743 11.91700 6.09740
H -27.08947 10.53807 5.05657
H -28.24034 13.79895 3.88040
H -27.28172 13.98508 5.39183
H -25.29772 14.58369 4.26866
H -27.33618 16.38584 3.14266
H -25.68367 16.73942 3.82506
H -27.02142 16.28868 4.82621
H -26.81272 14.42436 1.78166
H -25.37109 13.59055 2.08859
C -21.92183 10.36469 -0.90261
O -22.68488 11.23684 -0.12447
C -23.41309 10.45845 0.81860
C -23.99577 11.39925 1.80766
C -22.94060 11.88393 2.77857
N -25.01000 10.74749 2.66383
H -21.57211 10.80969 -1.82036
H -22.51887 9.52369 -1.26006
H -21.07714 9.96678 -0.37398
H -24.22664 9.86129 0.31668
H -22.78781 9.72402 1.35115
H -24.39058 12.18125 1.12967
H -23.33788 12.55916 3.55239
H -22.05628 12.37419 2.27259
H -22.54009 11.00507 3.26720
H -25.56295 11.42642 3.19955
H -25.67398 10.22780 2.10819
C -18.04417 3.80296 -0.93405
C -18.59818 2.88279 -2.00380
O -19.56089 2.04425 -1.40647
H -17.19837 4.45079 -1.26038
H -17.69103 3.18427 -0.11781
H -18.86921 4.47692 -0.52119
H -17.76488 2.22390 -2.38167
H -19.06055 3.43189 -2.82590
H -20.12196 1.62237 -2.08475
C -21.40775 7.87597 -4.49303
C -21.07734 7.26276 -3.17188
O -22.20601 6.87129 -2.40964
H -21.85146 8.91877 -4.49102
H -22.04956 7.32302 -5.18802
H -20.39197 8.02089 -4.97101
H -20.51341 8.10347 -2.58090
H -20.38997 6.40313 -3.19837
H -22.96044 7.35068 -2.77879
C -22.77372 17.02725 1.36205
C -22.65502 15.54420 1.29033
O -21.55379 15.26727 0.32864
H -23.72223 17.31987 1.81243
H -22.74778 17.38580 0.33103
H -21.88703 17.36535 1.90785
H -23.60513 15.11315 0.92008
H -22.42949 15.14772 2.26264
H -21.80495 14.42019 -0.14177
C -23.54721 7.31198 5.82870
C -24.16418 7.98363 4.56979
O -23.35208 9.16956 4.30353
H -23.95082 6.33789 6.13092
H -23.60537 7.96461 6.70929
H -22.47972 7.23415 5.63171
H -25.22883 8.35679 4.81685
H -24.21732 7.33793 3.68869
H -23.87877 9.82770 3.75423
*
```

Values from the calculation:
LUMO = 0.6 eV
total energy = -2931.85627 Ha
HOMO-LUMO gap = 9.48 eV
relative energy (zero: lowest compared OMol25 entry of this formula, charge and spin) = 58.7 kcal/mol
SMILES string = COC[C@H](C)N.COC[C@H](C)N.COC[C@H](C)N.COC[C@H](C)N.COC[C@H](C)N.COC[C@H](C)N.COC[C@H](C)N.COC[C@H](C)N.CCO.CCO.CCO.CCO
HOMO = -8.92 eV

Here is an isolated molecule of C5H7N from the Open Molecules 2025 dataset. Energies are from ωB97M-V with the def2-TZVPD basis set.

Structure (ORCA input):
```
! RIJCOSX wB97M-V def2-TZVPD def2/J DEFGRID3
* xyz 0 1
C -0.94892 0.98916 -0.20010
C -3.16495 -0.23755 -0.14438
C 0.05016 0.18302 -0.00682
C 0.08763 -1.30621 0.01041
C 1.41237 0.70934 0.22150
N -2.20450 0.43163 -0.23870
H -1.02713 1.98887 -0.36890
H 0.23204 -1.73361 -0.92855
H 0.91494 -1.64163 0.48268
H -0.69575 -1.90083 0.48275
H 2.01168 0.61466 -0.64571
H 1.37704 1.75832 0.41168
H 1.95537 0.14485 0.92413
*
```

Values from the calculation:
LUMO = 0.8 eV
total energy = -249.38699 Ha
HOMO-LUMO gap = 10.39 eV
relative energy (zero: lowest compared OMol25 entry of this formula, charge and spin) = 54.1 kcal/mol
HOMO = -9.55 eV

What max |F| values result from the calculations? In sequence: 4.950; 3.019; 3.823; 4.072; 3.513 eV Å⁻¹.